(1)
{"formula": "H22O11", "method": "ωB97M-V with the def2-TZVPD basis set", "total_charge": 0, "molar_mass_g_mol": 198.2, "e_above_lowest_ev": 2.8331, "smiles": "O.O.O.O.O.O.O.O.O.O.O", "fmax_ev_per_a": 0.63, "homo_ev": -11.298, "lumo_ev": -0.6, "symbols": ["O", "H", "H", "O", "H", "H", "O", "H", "H", "O", "H", "H", "O", "H", "H", "O", "H", "H", "O", "H", "H", "O", "H", "H", "O", "H", "H", "O", "H", "H", "O", "H", "H"], "positions_angstrom": [[-0.222, -0.690, 0.480], [0.730, -0.839, 0.519], [-0.359, -0.273, -0.378], [-0.525, 4.035, -2.516], [-0.982, 3.925, -1.675], [-0.300, 3.136, -2.780], [-0.019, -0.595, -2.214], [-0.570, -0.824, -2.971], [0.839, -0.388, -2.602], [4.638, -1.227, 3.085], [4.518, -0.537, 3.747], [4.718, -0.744, 2.255], [0.465, -4.507, 1.234], [1.325, -4.298, 1.614], [-0.106, -3.791, 1.536], [3.236, -2.344, -1.099], [3.327, -3.295, -0.970], [2.585, -2.264, -1.805], [-5.038, 0.744, -1.579], [-5.989, 0.738, -1.422], [-4.657, 0.898, -0.707], [-2.404, -4.120, 0.949], [-1.512, -3.934, 0.636], [-2.567, -3.440, 1.613], [3.914, 1.801, -1.209], [3.177, 1.509, -0.661], [3.507, 2.386, -1.858], [-2.132, 2.122, 3.282], [-2.592, 2.577, 2.568], [-1.364, 1.728, 2.854], [-2.246, 4.193, 0.172], [-1.630, 3.455, 0.231], [-1.765, 4.861, -0.329]], "forces_ev_per_a": [[0.08, 0.25, 0.57], [-0.08, -0.10, -0.02], [-0.02, -0.31, -0.14], [0.16, -0.12, 0.14], [-0.09, -0.13, -0.33], [-0.07, 0.09, -0.06], [0.22, 0.14, -0.56], [-0.14, -0.03, 0.11], [-0.01, 0.04, 0.04], [-0.08, 0.20, -0.03], [0.03, -0.11, -0.01], [0.04, -0.11, 0.01], [0.18, 0.16, 0.02], [-0.02, -0.02, -0.05], [0.30, -0.05, 0.28], [-0.12, 0.01, -0.06], [0.00, 0.07, 0.04], [0.04, -0.08, 0.09], [-0.05, 0.03, 0.16], [0.08, -0.01, -0.07], [-0.01, -0.02, -0.09], [0.06, 0.24, 0.15], [-0.34, -0.19, -0.36], [-0.14, -0.03, -0.08], [-0.27, -0.01, -0.05], [0.13, 0.00, 0.02], [0.12, 0.03, 0.04], [0.08, 0.01, -0.24], [-0.05, 0.07, 0.12], [-0.04, -0.09, 0.10], [0.23, -0.21, -0.21], [-0.05, -0.01, 0.20], [-0.19, 0.30, 0.27]]}

***

(2)
{"formula": "C3H8O4S", "method": "ωB97M-V with the def2-TZVPD basis set", "total_charge": -2, "molar_mass_g_mol": 140.2, "e_above_lowest_ev": 0.3777, "fmax_ev_per_a": 3.12, "homo_ev": 0.272, "lumo_ev": 6.1, "symbols": ["O", "C", "O", "C", "C", "S", "H", "H", "H", "H", "H", "H", "O", "H", "H", "O"], "positions_angstrom": [[2.191, 0.588, 2.552], [1.453, 0.129, 1.639], [1.178, -1.107, 1.529], [0.864, 1.172, 0.696], [-0.141, 0.755, -0.361], [-0.998, 2.187, -1.153], [1.714, 1.590, 0.129], [0.554, 1.983, 1.347], [0.092, -0.059, -1.032], [-0.956, 0.263, 0.216], [-3.237, 0.588, -1.172], [-2.500, -0.504, -1.848], [-3.375, -0.275, -1.576], [0.956, -3.218, -0.303], [1.122, -1.736, 0.065], [1.082, -2.355, -0.727]], "forces_ev_per_a": [[-0.20, 0.02, -0.34], [0.55, -0.32, 1.23], [-0.10, 0.32, -0.45], [1.38, -0.20, -1.23], [-2.60, -0.07, 1.73], [0.15, -0.08, -0.35], [0.07, 0.05, 0.36], [-0.54, 0.12, -0.23], [0.99, 0.25, -0.38], [0.27, 0.15, -0.13], [0.40, 0.46, 0.00], [1.01, -0.09, -0.24], [-1.32, -0.29, 0.19], [0.05, 0.46, -0.16], [-0.13, -0.12, 0.17], [0.03, -0.66, -0.16]]}

***

(3)
{"formula": "C6H7BrNO2P", "method": "ωB97M-V with the def2-TZVPD basis set", "total_charge": 0, "molar_mass_g_mol": 236.0, "e_above_lowest_ev": 0.0000, "smiles": "[H]/P=C1/C=C(Br)CC[C@@H]1[N+](=O)[O-]", "fmax_ev_per_a": 2.85, "homo_ev": -8.626, "lumo_ev": -0.8, "symbols": ["H", "P", "C", "C", "C", "Br", "C", "C", "C", "N", "O", "O", "H", "H", "H", "H", "H", "H"], "positions_angstrom": [[1.152, -1.526, 2.685], [0.390, -0.375, 2.969], [0.217, 0.156, 1.374], [-0.548, 1.315, 1.053], [-0.949, 1.593, -0.196], [-1.952, 3.169, -0.547], [-0.669, 0.692, -1.356], [0.726, 0.086, -1.191], [0.811, -0.699, 0.111], [0.035, -1.955, -0.033], [-0.939, -2.113, 0.660], [0.444, -2.739, -0.854], [-0.820, 1.958, 1.879], [-1.421, -0.107, -1.369], [-0.740, 1.231, -2.301], [0.957, -0.583, -2.023], [1.464, 0.891, -1.182], [1.844, -0.994, 0.319]], "forces_ev_per_a": [[0.15, -0.18, -0.10], [-0.07, 0.59, -0.45], [1.36, -2.26, -1.06], [-0.40, 0.74, -0.38], [-0.10, 0.08, 0.29], [0.09, -0.27, 0.07], [0.10, 0.04, -0.05], [-0.14, -0.15, -0.16], [-0.20, 2.12, 1.89], [-0.20, -0.16, 0.25], [-0.49, -0.28, 0.00], [0.22, -0.41, -0.46], [-0.05, 0.16, -0.04], [-0.02, 0.09, -0.11], [-0.02, -0.03, 0.09], [0.02, 0.09, 0.09], [0.02, -0.11, 0.11], [-0.29, -0.05, 0.02]]}

***

(4)
{"formula": "C5H9NO2", "method": "ωB97M-V with the def2-TZVPD basis set", "total_charge": 0, "molar_mass_g_mol": 115.1, "e_above_lowest_ev": 3.8119, "fmax_ev_per_a": 0.91, "homo_ev": -7.736, "lumo_ev": 0.3, "symbols": ["C", "C", "C", "C", "C", "O", "N", "O", "H", "H", "H", "H", "H", "H", "H", "H", "H"], "positions_angstrom": [[-0.937, 0.187, 0.201], [-0.915, 1.074, 1.447], [0.697, -0.331, -1.816], [-1.257, -1.166, 0.479], [0.698, -0.045, -0.323], [0.690, -1.469, 0.379], [1.575, 0.747, 0.251], [-1.875, -2.124, 0.603], [1.307, -1.352, 1.122], [-1.621, 0.569, -0.561], [2.157, 1.218, -0.434], [-0.320, 1.951, 1.187], [-1.921, 1.353, 1.760], [-0.396, 0.586, 2.271], [1.676, -0.713, -2.106], [0.497, 0.591, -2.364], [-0.053, -1.075, -2.097]], "forces_ev_per_a": [[0.41, 0.38, -0.12], [-0.02, -0.10, -0.05], [-0.02, 0.02, 0.10], [-0.25, -0.84, 0.09], [-0.24, -0.17, 0.16], [-0.25, 0.14, -0.07], [-0.14, 0.03, -0.01], [0.56, 0.71, -0.07], [-0.05, 0.06, -0.08], [0.01, -0.06, 0.02], [-0.02, -0.09, 0.00], [-0.02, -0.06, -0.02], [0.04, -0.01, -0.01], [0.00, 0.00, -0.02], [-0.03, 0.02, 0.03], [0.00, -0.03, 0.03], [0.01, 0.02, 0.03]]}

***

Q: Which formula does entry 4 have?
A: C5H9NO2

***

Q: What is the formula in the fourth record?
A: C5H9NO2